Record 1
Below is a molecular structure, C43H81FNbO13S in a non-equilibrium geometry, with properties calculated with ωB97M-V/def2-TZVPD.

Its gap between HOMO and LUMO is 5.18 eV. As for the spin multiplicity: 1. The total charge is -1. As for the energy above the lowest of the compared OMol25 structures with the same formula, charge and spin: 0.0 kJ/mol. For the total energy, the calculation gives -3219.67399 a.u.

Each line ends with the Mulliken charge.
CARTESIAN COORDINATES (ANGSTROEM)
C 1.774 -1.760 2.255  -0.75
C 0.834 -1.246 1.301  0.06
Nb -1.357 -1.851 1.130  -0.86
C -0.815 -3.524 -0.381  -0.80
O -1.502 -0.576 -0.522  -0.78
C -1.046 -3.376 2.781  -0.30
C -2.099 -4.564 2.886  -0.54
F -2.310 -5.330 1.684  -0.30
C -3.588 -2.212 0.952  0.92
C -4.073 -2.420 -0.594  -1.01
C -4.848 -3.812 -0.784  -0.56
S -6.533 -3.843 0.010  1.13
O -6.748 -5.182 0.686  -0.66
O -7.645 -3.677 -1.000  -0.66
O -6.714 -2.666 1.205  -0.42
C -1.850 -0.191 2.650  -0.19
O -1.486 1.158 2.274  -0.43
C -2.445 1.875 1.546  -0.34
C -1.977 2.487 0.173  0.07
C -2.884 3.291 -0.776  0.49
C -2.209 3.783 -2.164  -0.69
C -4.362 3.551 -0.398  -0.97
C -4.845 3.001 0.970  -0.50
C -3.907 2.182 1.933  0.62
C -4.502 1.706 3.329  0.43
C -5.254 2.945 4.032  -1.43
C -5.603 0.507 3.161  -0.73
H 1.712 -1.423 3.340  0.25
H 2.553 -2.513 1.856  0.21
H 1.212 -0.439 0.572  0.20
H -0.289 -2.983 -1.249  0.25
H -0.043 -4.213 0.106  0.51
H -1.743 -4.055 -0.783  -0.01
H -0.742 0.054 -0.558  0.17
H -1.091 -2.805 3.791  0.25
H 0.003 -3.859 2.751  0.34
H -3.145 -4.227 3.246  0.22
H -1.724 -5.312 3.685  0.31
H -4.114 -1.233 1.286  -0.18
H -4.030 -3.036 1.601  0.23
H -4.813 -1.584 -0.874  0.47
H -3.207 -2.346 -1.339  0.25
H -5.010 -4.039 -1.898  0.43
H -4.243 -4.657 -0.314  0.28
H -6.525 -1.786 0.784  0.35
H -1.210 -0.450 3.585  0.31
H -2.932 -0.372 2.962  -0.01
H -0.892 2.286 -0.153  0.38
H -2.981 4.156 -2.910  0.17
H -1.350 4.528 -1.981  0.17
H -1.693 2.834 -2.578  0.24
H -5.003 4.122 -1.152  0.52
H -5.940 3.226 1.232  0.14
H -3.702 1.307 4.053  0.40
H -4.604 3.873 3.820  0.35
H -5.402 2.807 5.156  0.39
H -6.267 3.174 3.523  0.28
H -6.505 0.693 3.850  0.46
H -5.926 0.431 2.059  -0.01
H -5.113 -0.470 3.535  0.12
C -8.928 5.962 -2.355  -1.18
C -7.514 5.470 -2.519  0.75
O -6.942 4.883 -1.622  -0.48
C -6.836 5.734 -3.838  -0.87
H -9.288 5.702 -1.358  0.30
H -8.960 7.048 -2.467  0.31
H -9.575 5.486 -3.096  0.32
H -6.775 6.810 -4.015  0.31
H -7.390 5.248 -4.644  0.35
H -5.824 5.325 -3.813  0.09
C 1.587 -8.013 1.087  -0.87
C 1.536 -7.052 -0.072  0.73
O 1.080 -5.933 0.056  -0.49
C 2.073 -7.532 -1.394  -1.04
H 1.167 -7.533 1.973  0.30
H 0.997 -8.903 0.858  0.33
H 2.623 -8.288 1.294  0.09
H 1.504 -8.401 -1.733  0.32
H 3.130 -7.788 -1.295  0.21
H 1.972 -6.736 -2.136  0.32
C 6.005 -10.153 1.992  -1.09
C 5.290 -10.353 0.684  0.88
O 4.571 -9.488 0.218  -0.46
C 5.498 -11.664 -0.027  -1.24
H 5.763 -9.166 2.390  0.26
H 5.682 -10.909 2.712  0.42
H 7.084 -10.213 1.838  0.28
H 5.153 -12.487 0.603  0.35
H 6.555 -11.791 -0.270  0.34
H 4.922 -11.668 -0.955  0.30
C -0.929 7.343 -5.006  -1.05
C -2.167 7.133 -4.176  0.83
O -2.799 6.095 -4.233  -0.53
C -2.593 8.258 -3.270  -1.16
H -0.743 6.451 -5.609  0.30
H -1.071 8.194 -5.675  0.37
H -0.071 7.511 -4.357  0.33
H -2.808 9.151 -3.862  0.36
H -1.806 8.468 -2.542  0.31
H -3.498 7.967 -2.733  0.27
C 3.610 8.975 -6.190  -1.10
C 3.011 7.740 -5.571  0.76
O 1.974 7.790 -4.937  -0.52
C 3.745 6.440 -5.767  -1.07
H 2.975 9.835 -5.968  0.28
H 4.603 9.155 -5.772  0.33
H 3.672 8.856 -7.273  0.33
H 4.744 6.508 -5.331  0.33
H 3.813 6.208 -6.832  0.32
H 3.199 5.637 -5.268  0.29
C 3.552 4.276 0.258  -0.85
C 2.075 4.027 0.410  0.91
O 1.498 3.212 -0.282  -0.54
C 1.341 4.826 1.453  -0.91
H 3.949 3.631 -0.529  0.31
H 3.727 5.318 -0.021  0.34
H 4.065 4.044 1.194  -0.07
H 1.417 5.892 1.227  0.35
H 1.757 4.619 2.442  0.29
H 0.286 4.542 1.451  0.16
C 9.888 -6.475 -0.028  -1.15
C 8.727 -7.404 0.214  0.79
O 8.883 -8.478 0.766  -0.53
C 7.369 -6.952 -0.251  -0.66
H 10.802 -6.930 0.359  0.32
H 10.009 -6.304 -1.100  0.31
H 9.721 -5.529 0.490  0.31
H 7.378 -6.801 -1.333  0.34
H 7.090 -6.026 0.257  0.33
H 6.629 -7.719 -0.011  -0.09
C 6.306 4.124 5.678  -1.19
C 5.592 3.935 4.366  0.90
O 4.870 4.801 3.909  -0.54
C 5.807 2.632 3.641  -0.86
H 6.058 5.106 6.087  0.31
H 5.986 3.359 6.389  0.32
H 7.386 4.070 5.525  0.32
H 5.465 1.801 4.262  0.32
H 6.865 2.513 3.398  0.31
H 5.232 2.635 2.713  0.12

***

Record 2
Below is a molecular structure, C43H83BrN6NbS in a non-equilibrium geometry, with properties calculated with ωB97M-V/def2-TZVPD.

Its gap between HOMO and LUMO is 6.47 eV. As for the spin multiplicity: 1. The total charge is -1. As for the energy above the lowest of the compared OMol25 structures with the same formula, charge and spin: 1340.1 kJ/mol. For the total energy, the calculation gives -5045.34169 a.u.

Each line ends with the Mulliken charge.
CARTESIAN COORDINATES (ANGSTROEM)
C -0.957 1.920 -6.815  -0.29
C -1.786 3.337 -6.596  -0.67
C -1.703 3.911 -5.054  0.43
C -0.268 4.594 -4.653  -0.74
C 0.948 3.540 -4.339  -0.63
C 0.541 2.306 -3.319  1.55
C 1.881 1.938 -2.439  -0.98
C 1.592 1.703 -0.830  0.64
C 0.726 2.895 -0.114  -0.64
C -0.288 2.350 1.098  -0.50
Nb -2.008 1.053 0.292  -0.90
Br -3.794 -0.534 -0.855  -0.35
C -0.892 -0.853 0.948  0.41
C -1.465 -1.521 2.330  -0.09
C -2.954 -2.255 2.134  -0.81
C -2.976 2.965 -0.474  -0.56
C -4.535 2.823 -0.958  -0.44
C -4.468 2.536 -2.605  0.43
C -5.785 1.640 -2.976  -0.67
C -5.797 0.980 -4.472  -0.89
C -4.411 0.248 -4.941  0.40
C -4.344 -1.370 -4.655  -0.18
C -3.899 -2.083 -6.100  -0.66
C -2.290 -1.916 -6.428  -0.30
N -3.139 1.173 2.116  -0.44
C -2.415 1.791 3.137  0.28
S -1.378 1.901 4.523  -0.20
H 0.175 2.186 -7.038  0.20
H -1.038 1.309 -5.804  -0.21
H -1.455 1.325 -7.718  0.31
H -1.489 4.123 -7.415  0.33
H -2.926 3.071 -6.790  0.25
H -2.046 3.067 -4.318  -0.51
H -2.512 4.783 -4.989  0.30
H -0.427 5.354 -3.777  0.29
H 0.094 5.240 -5.587  0.29
H 1.355 3.056 -5.332  0.09
H 1.831 4.186 -3.863  0.39
H 0.249 1.366 -3.994  0.04
H -0.416 2.525 -2.665  -1.24
H 2.302 0.906 -2.865  0.19
H 2.748 2.723 -2.524  0.30
H 1.104 0.623 -0.740  -0.09
H 2.667 1.695 -0.312  -0.26
H 1.516 3.585 0.455  0.32
H 0.153 3.599 -0.854  0.21
H 0.339 1.751 1.901  0.17
H -0.664 3.350 1.631  0.38
H -1.054 0.957 -1.285  0.64
H -1.012 -1.607 0.031  0.18
H 0.259 -0.665 1.073  -0.61
H -1.430 -0.813 3.272  0.00
H -0.728 -2.423 2.591  0.34
H -3.812 -1.483 1.927  0.10
H -2.854 -2.949 1.191  0.20
H -3.282 -2.866 3.099  0.29
H -2.310 3.349 -1.386  0.04
H -2.938 3.802 0.342  0.41
H -5.168 2.025 -0.382  0.26
H -5.045 3.895 -0.835  0.28
H -4.534 3.605 -3.115  0.21
H -3.435 2.016 -2.776  -0.40
H -6.714 2.389 -2.936  0.29
H -6.047 0.796 -2.187  0.22
H -6.169 1.762 -5.279  0.29
H -6.635 0.130 -4.456  0.27
H -4.345 0.390 -6.124  0.24
H -3.424 0.709 -4.514  -0.32
H -3.414 -1.563 -3.935  -0.06
H -5.326 -1.834 -4.215  0.33
H -4.136 -3.230 -6.129  0.31
H -4.472 -1.592 -7.024  0.27
H -2.063 -2.653 -7.338  0.32
H -1.586 -2.259 -5.553  0.06
H -1.993 -0.841 -6.821  -0.15
C -1.823 2.224 8.782  -1.25
C -1.117 0.952 8.325  -0.22
C -0.086 0.446 9.336  -0.09
C 0.987 1.502 9.547  0.15
N 1.877 2.378 9.722  -0.50
H -1.121 3.056 8.900  0.36
H -2.569 2.531 8.043  0.33
H -2.335 2.066 9.739  0.35
H -0.629 1.144 7.361  0.10
H -1.866 0.170 8.156  0.28
H 0.382 -0.473 8.969  0.18
H -0.566 0.223 10.295  0.28
C -0.590 -3.878 11.166  -1.02
C -1.989 -4.160 10.627  -0.42
C -1.978 -4.690 9.192  -0.34
C -1.343 -3.662 8.270  0.25
N -0.816 -2.809 7.505  -0.47
H -0.084 -3.098 10.588  0.24
H -0.646 -3.529 12.202  0.31
H 0.029 -4.782 11.143  0.32
H -2.582 -3.239 10.679  0.27
H -2.478 -4.895 11.276  0.30
H -3.001 -4.889 8.857  0.28
H -1.412 -5.626 9.132  0.29
C 5.219 -0.019 3.398  -1.27
C 3.820 -0.301 2.858  -0.29
C 3.832 -0.831 1.423  0.10
C 4.467 0.197 0.501  0.28
N 4.993 1.050 -0.263  -0.65
H 5.725 0.761 2.820  0.32
H 5.164 0.330 4.434  0.37
H 5.839 -0.923 3.374  0.31
H 3.228 0.620 2.910  0.18
H 3.331 -1.036 3.507  0.41
H 2.808 -1.031 1.088  -0.02
H 4.397 -1.767 1.363  0.38
C 0.195 -5.400 -4.926  -1.13
C 1.361 -4.440 -4.712  -0.45
C 1.562 -4.067 -3.242  -0.28
C 0.315 -3.381 -2.710  0.19
N -0.720 -2.811 -2.269  -0.48
H -0.757 -4.954 -4.621  0.32
H 0.107 -5.660 -5.985  0.32
H 0.340 -6.326 -4.358  0.34
H 1.187 -3.534 -5.305  0.28
H 2.278 -4.903 -5.093  0.32
H 2.417 -3.389 -3.140  0.26
H 1.765 -4.961 -2.642  0.30
C 10.607 -0.231 -1.832  -1.15
C 9.191 0.253 -2.127  -0.57
C 8.185 -0.159 -1.051  -0.02
C 8.128 -1.675 -0.955  0.21
N 8.081 -2.933 -0.875  -0.53
H 10.664 -1.324 -1.805  0.35
H 11.296 0.110 -2.611  0.33
H 10.961 0.156 -0.869  0.29
H 8.877 -0.143 -3.101  0.30
H 9.199 1.345 -2.211  0.34
H 7.189 0.222 -1.302  0.10
H 8.471 0.253 -0.078  0.32

***

> What is the total charge in the first record?

-1

***

> What is the formula in the first record?

C43H81FNbO13S